Entry 1:
{"formula": "C3H7NO6", "method": "ωB97M-V/def2-TZVPD", "e_lumo_ev": 0.377, "homo_energy_ev": -9.701, "relative_energy_ev": 3.694, "spin_multiplicity": 1, "gap_ev": 10.078, "smiles": "O=C(O)ON(O)CC(O)O", "energy_ha": -624.58338, "species": ["O", "C", "O", "O", "N", "O", "C", "C", "O", "O", "H", "H", "H", "H", "H", "H", "H"], "xyz": [[-3.169125, 1.531823, -0.527660], [-2.563287, 0.583198, -0.275368], [-3.057732, -0.641379, 0.113802], [-1.237774, 0.565963, -0.549282], [-0.444630, -0.703969, -0.484668], [-0.517148, -1.137348, 0.844837], [1.110432, -0.513396, -0.734200], [1.818242, 0.217989, 0.419544], [3.164853, -0.164861, 0.530648], [1.736471, 1.603735, 0.126001], [-3.949509, -0.656899, -0.318651], [-1.263952, -1.747336, 0.969954], [1.214140, 0.163421, -1.702547], [1.583480, -1.458335, -0.976631], [1.206873, -0.052585, 1.278564], [3.511519, 0.430964, 1.138089], [0.857153, 1.979009, 0.147572]], "forces_ev_per_angstrom": [[-2.265, 2.856, -0.194], [2.482, -3.955, -0.548], [-0.768, 0.729, -0.891], [2.082, 0.191, 0.521], [0.214, -1.356, 0.192], [0.383, 0.095, 0.373], [-1.077, 2.605, -1.822], [-1.564, -0.148, -1.143], [-2.022, -1.194, -1.903], [1.393, 0.238, 0.443], [0.773, -0.094, 0.889], [0.041, 0.330, -0.804], [-0.402, -1.436, 1.995], [-0.682, -0.481, 0.265], [0.552, 0.365, 0.646], [1.365, 1.641, 1.799], [-0.505, -0.385, 0.182]], "nbo_charge": [-0.56, 0.98, -0.72, -0.44, 0.12, -0.60, -0.27, 0.33, -0.69, -0.75, 0.51, 0.50, 0.23, 0.24, 0.16, 0.48, 0.49]}

***

Entry 2:
{"formula": "C11H13PS", "method": "ωB97M-V/def2-TZVPD", "e_lumo_ev": [0.724, -3.021], "homo_energy_ev": [-4.011, -9.020], "relative_energy_ev": 2.474, "spin_multiplicity": 3, "gap_ev": [4.735, 5.999], "energy_ha": -1166.21904, "species": ["C", "C", "C", "C", "C", "C", "C", "C", "C", "C", "C", "P", "S", "H", "H", "H", "H", "H", "H", "H", "H", "H", "H", "H", "H", "H"], "xyz": [[3.504049, 1.154032, 0.024647], [3.550921, -0.183944, 0.325456], [2.289656, 1.789146, -0.250591], [2.395587, -0.897867, 0.630224], [1.114375, 1.018277, -0.090154], [1.150955, -0.332501, 0.349812], [-2.577761, 0.117096, -0.436985], [-1.406342, -0.560404, -0.529499], [-3.257704, 0.729132, 0.703883], [-2.707151, 1.632967, 1.494477], [-1.101572, -1.152172, -1.928418], [-0.353014, -1.181501, 0.847841], [0.072675, -3.074978, 0.070269], [4.382197, 1.661593, 0.054585], [4.464676, -0.542756, 0.500612], [2.356124, 2.798894, -0.454353], [2.321068, -1.788277, 1.068453], [0.146060, 1.630757, -0.266072], [-3.284532, 0.290751, -1.198544], [-4.207174, 0.469261, 0.993361], [-0.684186, -3.723132, 1.070632], [-1.771553, 1.944881, 1.339820], [-3.203490, 2.002942, 2.259283], [-1.585614, -0.513442, -2.595383], [-1.601657, -2.181032, -1.743211], [-0.006603, -1.107725, -2.240142]], "forces_ev_per_angstrom": [[-2.312, -1.161, -0.539], [-3.153, 0.626, 0.640], [-0.801, -3.428, 1.082], [0.472, 3.295, -1.900], [-0.556, 3.053, -0.831], [-1.137, 0.666, 0.651], [0.251, -0.217, 1.409], [-1.640, 0.918, 0.263], [2.807, 0.375, 0.877], [-0.632, -2.417, -2.546], [0.964, -1.425, 2.248], [-0.209, 3.981, -1.580], [0.312, -4.248, 0.992], [2.445, 1.618, -0.252], [3.381, -1.847, 0.753], [-0.643, 1.955, -0.588], [0.661, -3.745, 1.496], [1.461, -1.640, 0.387], [-0.023, -0.432, -2.103], [-2.459, -0.982, -0.053], [0.750, 0.665, -1.297], [3.598, 1.263, -0.578], [-2.354, 1.798, 3.553], [-1.178, 0.610, -1.305], [1.305, 1.436, -1.518], [-1.309, -0.717, 0.737]], "lowdin_spin": [0.12, 0.00, 0.01, 0.12, 0.10, 0.14, 0.08, 0.10, 0.02, 0.03, 0.02, 0.77, 0.45, 0.01, 0.00, 0.00, 0.01, 0.00, 0.01, 0.00, 0.01, 0.00, 0.00, 0.00, 0.00, 0.00]}

***

Entry 3:
{"formula": "C27H28AlN2Si", "method": "ωB97M-V/def2-TZVPD", "e_lumo_ev": -4.690, "homo_energy_ev": -9.693, "relative_energy_ev": 4.031, "spin_multiplicity": 1, "charge": 1, "gap_ev": 5.003, "energy_ha": -1686.79831, "species": ["C", "C", "C", "H", "C", "C", "H", "H", "H", "H", "Al", "C", "H", "H", "H", "Si", "C", "C", "H", "C", "H", "C", "H", "C", "H", "C", "H", "C", "C", "H", "C", "H", "C", "H", "C", "H", "C", "H", "H", "H", "N", "C", "C", "C", "C", "C", "C", "C", "C", "N", "C", "H", "H", "H", "H", "H", "H", "H", "H"], "xyz": [[0.564539, 2.466105, 0.731840], [-0.511717, 2.951067, -0.060506], [-1.727515, 2.493249, 0.495771], [-0.437198, 3.598313, -0.957773], [-1.444493, 1.665740, 1.643682], [0.014674, 1.664997, 1.796165], [0.527204, 1.548813, 2.764673], [1.613942, 2.762710, 0.591351], [-2.729354, 2.759857, 0.145274], [-2.134434, 1.481685, 2.459364], [-0.598617, -0.212936, 0.952567], [-1.720254, -2.026131, -1.889416], [-2.712186, -1.739072, -1.523366], [-1.313554, -2.821859, -1.278643], [-1.802251, -2.407900, -2.920522], [-0.409107, -0.610958, -2.042433], [1.316036, -0.425960, -2.811173], [1.991214, 0.786897, -2.537788], [1.444294, 1.637025, -2.110122], [3.389299, 0.828915, -2.670931], [3.904217, 1.777275, -2.485770], [4.084360, -0.321805, -3.038287], [5.154440, -0.257158, -3.229814], [3.414988, -1.551312, -3.110658], [3.982580, -2.457510, -3.284566], [2.043718, -1.619152, -2.944977], [1.515933, -2.567882, -2.858397], [-1.524806, 0.745686, -2.787508], [-1.084606, 1.566870, -3.827215], [-0.108267, 1.354877, -4.288450], [-1.867095, 2.650784, -4.255509], [-1.483243, 3.287491, -5.051609], [-3.104752, 2.935164, -3.692712], [-3.698839, 3.776943, -4.033207], [-3.546190, 2.131581, -2.650015], [-4.503093, 2.333877, -2.174731], [-2.769957, 1.062159, -2.194099], [-3.115016, 0.496770, -1.320015], [-1.069941, 0.172535, -0.602904], [0.524370, -0.251809, -0.860705], [1.402947, -0.602336, 1.210476], [1.482770, -1.337970, 2.486475], [2.691101, -1.682393, 3.052873], [2.695177, -2.270788, 4.328549], [1.506627, -2.508644, 5.002367], [0.266003, -2.152482, 4.427609], [-0.963014, -2.259653, 5.092527], [-2.108680, -1.753483, 4.508251], [-2.080488, -1.166047, 3.242651], [-0.914500, -1.153864, 2.551526], [0.272266, -1.596628, 3.128106], [2.086062, 0.171241, 1.299877], [1.885090, -1.184849, 0.522428], [3.600176, -1.464129, 2.486912], [3.649798, -2.528401, 4.771660], [1.512624, -2.955410, 5.990744], [-1.011371, -2.718248, 6.069781], [-3.076813, -1.782034, 4.982589], [-2.965073, -0.719830, 2.757717]], "forces_ev_per_angstrom": [[-1.064, -0.059, 0.146], [-0.227, -0.232, 0.240], [0.415, -0.152, 0.870], [0.015, -0.629, 0.736], [0.152, 1.707, -0.641], [0.126, 1.380, -0.063], [-0.272, -0.282, -0.509], [-0.507, -0.435, 0.097], [0.518, -0.308, 0.053], [0.035, -0.040, -0.102], [0.253, 3.016, -2.078], [1.609, -0.124, -0.527], [0.496, 0.302, -0.163], [-0.146, -0.528, 0.174], [-0.160, -0.037, 0.339], [-0.084, 1.616, -0.052], [-0.140, -1.042, 0.083], [0.507, -0.623, -0.400], [0.167, -0.191, -0.522], [-0.852, 0.304, -0.003], [-0.054, -0.409, -0.140], [-0.027, -0.226, 0.043], [-0.219, -0.149, 0.137], [0.727, 0.156, 0.025], [0.057, 0.023, -0.009], [-0.099, 0.947, -0.350], [0.227, -0.004, -0.448], [-0.132, 0.503, 0.707], [-0.040, 0.110, -0.040], [-0.536, 0.281, 0.124], [0.448, -0.019, -0.456], [-0.100, -0.146, 0.111], [0.441, -0.285, 0.159], [0.107, -0.105, -0.002], [-0.065, -0.549, 0.304], [0.123, -0.013, -0.051], [0.105, 0.132, -0.294], [0.085, 0.182, -0.420], [-1.981, -0.448, 2.587], [0.148, -1.173, -0.424], [1.378, -1.617, 0.820], [0.777, 0.221, -0.549], [-0.772, 0.220, -0.284], [-0.354, -0.298, 0.339], [0.680, 0.034, -0.214], [0.595, -0.016, -0.351], [-0.851, 0.230, -0.310], [-0.280, 0.000, 0.121], [1.688, -0.463, -0.793], [-0.480, -0.460, 0.845], [-1.321, 0.320, 0.663], [-1.155, 0.084, -0.252], [-0.420, -0.131, -0.395], [-0.130, -0.120, 0.405], [-0.154, -0.040, 0.087], [0.058, 0.064, -0.074], [0.022, 0.006, 0.080], [0.067, -0.120, 0.344], [0.600, -0.366, 0.276]], "nbo_charge": [-0.25, -0.23, -0.21, 0.23, -0.54, -0.58, 0.25, 0.23, 0.23, 0.24, 1.78, -1.08, 0.26, 0.22, 0.26, 1.44, -0.47, -0.24, 0.22, -0.21, 0.22, -0.23, 0.22, -0.23, 0.22, -0.19, 0.19, -0.41, -0.22, 0.22, -0.21, 0.22, -0.20, 0.22, -0.21, 0.21, -0.23, 0.20, -0.40, -0.30, -0.91, 0.09, -0.16, -0.18, -0.14, -0.10, -0.05, -0.26, 0.14, -0.68, 0.22, 0.44, 0.43, 0.24, 0.25, 0.24, 0.25, 0.25, 0.25]}